## one
28
Properties=species:S:1:pos:R:3:mulliken_charge:R:1 method="wB97M-V/def2-TZVPD" charge=+1 smiles="C1=N[C@]23CCCC[C@@H]2[N@H+]1CCN3" homo_energy_ev=-13.169 homo_lumo_gap_ev=9.763
C 1.24939 0.48813 -1.57885 -0.528
C -2.34020 0.50314 0.63674 -0.423
C -2.51417 -0.76356 -0.24076 -0.753
C -1.34458 1.49561 -0.07273 -1.091
C -1.24350 -1.58900 -0.30968 -1.124
C 2.33484 0.70865 0.50188 -0.521
C 2.33037 -0.79172 0.54467 -0.792
C -0.04346 0.79108 0.30542 -0.922
C 0.01500 -0.80358 -0.31503 1.708
N 0.57124 -0.57403 -1.61992 -0.548
N 1.24080 1.22895 -0.35018 0.186
N 1.05357 -1.43276 0.51254 -0.491
H 1.92004 0.61439 -2.40914 0.441
H -3.26634 1.10846 0.86210 0.424
H -1.76416 0.26368 1.62376 0.266
H -3.27469 -1.33943 0.17423 0.397
H -2.79069 -0.57179 -1.32494 0.312
H -1.53393 1.50033 -1.15582 0.371
H -1.52353 2.38325 0.29169 0.540
H -1.18415 -2.35334 0.40576 0.430
H -1.11837 -2.15717 -1.34094 0.363
H 2.13745 1.00428 1.49653 0.421
H 3.26931 1.14594 0.12310 0.422
H 2.84074 -1.18550 -0.35262 0.375
H 3.06073 -1.32421 1.31085 0.426
H 0.04341 0.84849 1.40666 0.421
H 1.27695 2.24214 -0.50066 0.368
H 0.59797 -1.44044 1.37534 0.322

***

## two
28
Properties=species:S:1:pos:R:3:mulliken_charge:R:1 method="wB97M-V/def2-TZVPD" charge=+1 homo_energy_ev=-12.136 homo_lumo_gap_ev=8.874
C -0.26924 -0.88146 2.70288 -0.506
C -0.73952 -1.78248 1.72202 0.208
C -1.28708 -0.10641 3.09619 -0.557
C -2.12249 -1.70941 1.64951 -0.786
C 1.51859 0.58019 0.27453 -0.295
C 2.53296 1.09665 -0.74652 -0.800
C 0.76138 1.07248 -2.46466 -0.581
C -0.00419 0.11772 -1.57121 0.710
C -1.22137 -0.32708 -2.29328 -1.563
N -2.44314 -0.59619 2.50671 -0.090
N 0.35484 -0.11367 -0.36730 0.157
N 1.75086 1.88102 -1.68685 -0.359
H 0.80271 -0.84792 3.03252 0.557
H -0.04239 -2.66124 1.33769 0.339
H -1.35180 0.52023 3.96785 0.430
H 1.70563 -0.06370 1.15134 0.279
H 1.12588 1.47168 0.71625 0.333
H 3.13507 1.91538 -0.33108 0.401
H 3.05833 0.31304 -1.16318 0.353
H 1.28085 0.32629 -3.25794 0.306
H 0.12009 1.84749 -2.76827 0.457
H -1.67783 -1.31357 -2.24012 0.399
H -0.91058 -0.24767 -3.32593 0.434
H -1.94259 0.42038 -2.12549 0.373
H -3.35957 -0.43172 2.93366 0.271
H -0.21017 -0.67783 0.30870 -0.182
H -2.83534 -2.30922 1.20166 0.483
H 2.27011 2.50704 -2.25970 0.227

***

## three
28
Properties=species:S:1:pos:R:3:mulliken_charge:R:1 method="wB97M-V/def2-TZVPD" charge=+1 homo_energy_ev="-12.432 / -12.432" homo_lumo_gap_ev="6.985 / 6.986"
C -1.48502 1.81894 0.85942 -0.426
C -0.33993 1.26934 0.06380 -0.859
C -2.50717 1.03765 1.11359 -0.600
C -0.12552 -0.14689 0.02200 0.144
C -2.30032 -0.49556 0.96796 -0.606
C -1.37985 -0.88392 -0.09940 0.593
C -1.91696 -0.71157 -1.52593 -1.524
C 1.55138 -1.96910 0.70231 -0.916
C 3.20797 1.17662 -1.00644 -0.659
N 3.71668 -0.20427 0.84742 -0.339
N 1.03257 -0.61815 0.39091 -0.342
N 3.21397 0.23300 -0.06663 0.666
H -1.49784 2.89265 1.14729 0.393
H 0.54108 1.84608 0.40686 0.293
H -3.54984 1.30316 1.60395 0.301
H -1.78221 -0.85437 1.94032 0.275
H -3.30414 -1.10185 0.85968 0.374
H -1.22230 -2.04365 -0.11463 0.425
H -1.25024 -1.05241 -2.25947 0.385
H -1.96644 0.39091 -1.56629 0.334
H -2.83535 -1.23765 -1.80548 0.393
H 1.65005 -2.65850 -0.23164 0.291
H 2.53020 -1.69467 1.15653 0.413
H 1.00941 -2.46083 1.39922 0.420
H 4.05539 1.11653 -1.58567 0.361
H 3.21199 2.23001 -0.69479 0.380
H 2.33195 1.13410 -1.64533 0.305
H -0.58949 1.68438 -0.87955 0.524

***

## four
28
Properties=species:S:1:pos:R:3:mulliken_charge:R:1 method="wB97M-V/def2-TZVPD" charge=+1 homo_energy_ev=-11.584 homo_lumo_gap_ev=8.316
C 4.24573 0.92467 2.10235 -1.015
C 2.81003 -0.37929 0.71736 0.580
N 2.24814 -1.57634 0.37688 -0.399
N 4.02430 -0.33618 1.43298 -0.124
N 2.26782 0.81427 0.25405 -0.335
H 2.34846 -2.54759 0.66682 0.264
H 1.21160 -1.38050 -0.13185 0.195
H 4.60797 -1.18020 1.44786 0.269
H 2.57936 1.75940 0.38718 0.203
H 1.85708 0.63351 -0.67996 0.304
H 4.73904 1.66454 1.45095 0.369
H 4.92657 0.67973 2.87611 0.335
H 3.46184 1.46318 2.66579 0.361
C -4.71902 -0.88473 -1.20656 -1.244
C -0.80737 0.86051 -0.62796 -0.687
C -1.88894 1.04366 0.29645 -0.812
C -1.07535 0.06561 -1.80819 -0.271
C -3.13796 0.40154 0.03552 -0.408
C -2.34279 -0.41934 -1.98574 -0.562
C -3.31135 -0.49976 -1.00945 0.910
H 0.12879 1.14375 -0.43945 0.727
H -1.89555 1.56937 1.18122 0.451
H -0.36896 -0.59905 -2.25963 0.311
H -3.98900 0.69343 0.64302 0.263
H -2.53779 -1.09382 -2.85399 0.291
H -5.04154 -0.87465 -2.30576 0.336
H -5.36753 -0.18916 -0.64049 0.355
H -4.97356 -1.75657 -0.58552 0.332

***

Order of stability, best first: two, four, one, three

***

## one
28
Properties=species:S:1:pos:R:3:mulliken_charge:R:1 method="wB97M-V/def2-TZVPD" charge=+1 homo_energy_ev=-11.996 homo_lumo_gap_ev=9.001
C -2.84865 1.54659 -0.15695 -1.731
C -1.49372 -0.05423 1.18154 -0.225
C -1.50386 1.08422 0.45680 0.931
C -0.38883 -0.27013 1.97838 -0.779
C -0.48666 2.01233 0.50827 -0.309
C 0.70422 0.76096 2.06737 -0.683
C 0.67349 1.91337 1.28971 -0.483
H -2.31245 -0.76672 1.30203 0.429
H -0.23080 -1.20775 2.51626 0.548
H -3.39935 1.96305 0.75545 0.330
H -3.41860 0.79968 -0.59241 0.405
H -0.53855 2.89160 -0.23847 0.199
H 1.48786 0.74183 2.76749 0.435
H 1.52609 2.54317 1.18311 0.531
H -2.82787 2.38270 -0.76843 0.448
C 2.84383 -0.36662 -0.82896 -0.725
C 0.56249 -1.47103 -1.35608 0.579
N 1.58560 -0.56352 -1.59182 -0.140
N 0.40952 -2.12596 -0.21716 -0.236
N -0.42441 -1.76801 -2.30993 -0.521
H 1.63549 -0.19615 -2.57105 0.288
H 1.00742 -1.71650 0.51818 0.183
H -0.03482 -2.99216 -0.07350 0.234
H -1.40500 -1.59769 -1.98690 0.256
H -0.07148 -1.78069 -3.32912 0.254
H 3.06588 0.68138 -0.97143 0.340
H 3.61840 -1.03942 -0.91117 0.329
H 2.52889 -0.43654 0.39177 0.113

***

## two
28
Properties=species:S:1:pos:R:3:mulliken_charge:R:1 method="wB97M-V/def2-TZVPD" charge=+1 homo_energy_ev=-12.320 homo_lumo_gap_ev=9.625
C 2.29486 0.55354 1.41976 -1.275
C 0.22340 -0.78432 1.97924 -0.454
C 1.35534 -0.61382 1.18644 0.722
C -0.59299 -1.90707 1.87993 -0.478
C 1.60516 -1.58070 0.20252 -0.490
C -0.26850 -2.89319 0.96361 -0.328
C 0.82521 -2.71993 0.11569 -0.683
H -0.01084 0.00166 2.69894 0.347
H -1.34542 -2.12304 2.60495 0.461
H 2.66486 0.43506 2.44318 0.375
H 1.78027 1.51168 1.37620 0.311
H 2.50549 -1.42867 -0.38194 0.377
H -0.79383 -3.82890 0.86143 0.448
H 1.06871 -3.48143 -0.61798 0.399
H 3.15757 0.48667 0.75935 0.364
C 0.17597 2.52677 -1.90438 -0.926
C -1.61348 1.03942 -1.07692 0.806
N -0.51225 1.73943 -0.88344 -0.079
N -2.31862 1.03927 -2.22000 -0.431
N -2.07303 0.29411 -0.07189 -0.301
H -0.03842 1.61799 -0.00420 0.120
H -2.02045 1.65948 -2.95513 0.190
H -2.71248 0.17541 -2.56235 0.258
H -1.47058 0.16367 0.73552 0.079
H -2.99782 -0.10302 -0.02539 0.206
H 1.18178 2.15389 -2.09319 0.301
H 0.25298 3.54516 -1.56177 0.333
H -0.32289 2.52089 -2.86820 0.349

***

Order of stability, best first: two, one

***

## one
23
Properties=species:S:1:pos:R:3:mulliken_charge:R:1 method="wB97M-V/def2-TZVPD" charge=0 smiles=CCC(C)(C)C.O homo_energy_ev=-10.831 homo_lumo_gap_ev=11.626
C 0.37077 -0.55195 -1.37143 -1.091
C -1.75879 1.02646 0.06784 -1.638
C -1.31298 -0.11210 2.21439 -1.754
C 0.47571 1.26996 1.23955 -1.651
C -0.08943 -0.83275 0.08853 -0.749
C -0.66727 0.31562 0.90096 1.770
H 1.24389 -1.15623 -1.66994 0.342
H 0.63251 0.51533 -1.46643 0.300
H -0.46192 -0.77264 -2.06028 0.264
H -1.51578 1.61366 -0.83370 0.312
H -2.33016 1.66644 0.76108 0.428
H -2.39324 0.17406 -0.22794 0.396
H -1.58564 0.79012 2.78733 0.422
H -0.60711 -0.71023 2.81491 0.394
H -2.22437 -0.70963 2.04431 0.371
H 1.16950 0.80234 1.95830 0.407
H -0.00652 2.13382 1.72718 0.405
H 1.05666 1.63302 0.37508 0.325
H -0.78105 -1.69184 -0.00675 0.418
H 0.86750 -1.21437 0.49362 0.343
O 3.51953 -1.63354 -3.03588 -0.663
H 2.77931 -1.89173 -3.63058 0.326
H 3.61888 -0.66382 -3.17016 0.324

***

## two
23
Properties=species:S:1:pos:R:3:mulliken_charge:R:1 method="wB97M-V/def2-TZVPD" charge=0 smiles=CCC(C)(C)C.O homo_energy_ev=-10.698 homo_lumo_gap_ev=11.430
C 1.09863 1.19527 -0.35210 -0.923
C -2.28869 -0.79905 0.31525 -1.791
C -1.07494 -0.11072 -1.83424 -1.655
C -0.21677 -1.93711 -0.35139 -1.719
C -0.04271 0.45523 0.46171 -0.716
C -0.90969 -0.60321 -0.32791 1.861
H 1.72636 0.48530 -0.91646 0.291
H 1.73683 1.73256 0.36945 0.144
H 0.67321 1.92748 -1.05884 0.304
H -2.18367 -0.99499 1.39561 0.386
H -2.71121 -1.69723 -0.16576 0.422
H -2.99279 0.03855 0.17642 0.390
H -0.07346 -0.09283 -2.29612 0.354
H -1.46980 0.91891 -1.81037 0.366
H -1.74032 -0.72826 -2.46074 0.412
H -0.72466 -2.68007 -0.98908 0.436
H -0.22295 -2.30352 0.68895 0.429
H 0.83032 -1.84395 -0.68536 0.325
H 0.46845 -0.18002 1.21046 0.341
H -0.67001 1.18379 1.01048 0.355
O 3.91743 1.83861 2.37343 -0.652
H 3.40574 2.60871 2.03673 0.315
H 3.46464 1.58654 3.20991 0.323

***

Order of stability, best first: two, one